[1]
C18H27BNO18S | wB97M-V/def2-TZVPD

Atoms and positions in Å:
O: -4.110 2.912 2.567
B: -2.916 3.305 2.088
O: -1.996 3.825 2.980
O: -2.543 3.217 0.734
C: -2.261 1.918 0.314
C: -1.783 0.899 1.337
N: -0.457 1.257 1.794
C: 0.224 1.889 0.908
S: -0.607 2.125 -0.558
H: -4.478 2.204 2.010
H: -1.948 4.782 2.832
H: -3.040 1.575 -0.347
H: -1.633 -0.006 0.739
H: -2.461 0.524 2.088
H: -0.188 1.022 2.738
H: 1.223 2.227 1.117
C: -4.615 -1.865 -1.986
C: -3.939 -2.828 -1.042
O: -3.517 -1.950 0.026
C: -4.314 -0.872 0.012
O: -4.334 -0.047 0.886
O: -5.078 -0.834 -1.084
H: -5.447 -2.306 -2.526
H: -3.921 -1.423 -2.702
H: -4.623 -3.570 -0.632
H: -3.091 -3.330 -1.488
C: 1.111 -2.878 -3.605
C: 0.655 -2.794 -2.169
O: -0.763 -2.649 -2.312
C: -1.119 -3.170 -3.518
O: -2.249 -3.343 -3.848
O: -0.035 -3.448 -4.265
H: 1.987 -3.509 -3.729
H: 1.308 -1.898 -4.034
H: 0.863 -3.705 -1.605
H: 1.079 -1.944 -1.640
C: 5.792 1.898 2.687
C: 4.724 2.929 2.393
O: 3.823 2.197 1.543
C: 3.993 0.875 1.798
O: 3.280 0.017 1.378
O: 5.060 0.665 2.584
H: 6.228 2.005 3.675
H: 6.590 1.894 1.944
H: 4.187 3.242 3.289
H: 5.107 3.808 1.882
C: 2.372 -2.009 3.812
C: 0.980 -2.234 4.367
O: 0.894 -3.654 4.421
C: 2.163 -4.151 4.491
O: 2.429 -5.280 4.713
O: 3.072 -3.166 4.269
H: 2.840 -1.103 4.189
H: 2.393 -1.990 2.722
H: 0.861 -1.833 5.376
H: 0.196 -1.828 3.729
C: -0.616 2.222 -5.284
C: 0.223 3.199 -4.487
O: 1.067 2.321 -3.727
C: 1.146 1.141 -4.384
O: 1.894 0.261 -4.103
O: 0.254 1.092 -5.397
H: -0.895 2.595 -6.265
H: -1.518 1.915 -4.751
H: 0.851 3.834 -5.112
H: -0.374 3.828 -3.831

Properties
- frontier orbital gap (eV) = 8.913
- E_HOMO (eV) = -12.8
- total energy (eV) = -68957.8295
- M (g/mol) = 588.28
- total charge = +1

=====

[2]
C7H8Cl2O2S | wB97M-V/def2-TZVPD

Atoms and positions in Å:
C: -2.033 2.129 0.202
S: -1.919 0.389 0.434
O: -1.954 0.132 1.831
O: -2.900 -0.187 -0.483
C: -0.195 -0.082 -0.334
C: -0.157 -1.540 -0.097
C: 0.946 -2.291 -0.063
C: 2.289 -1.732 -0.238
C: 2.463 -0.414 -0.154
Cl: 3.948 0.318 0.116
C: 1.157 0.466 0.030
Cl: 1.395 1.959 -0.984
H: -3.047 2.276 0.231
H: -1.418 2.805 0.944
H: -1.670 2.360 -0.796
H: -0.488 0.078 -1.413
H: -1.106 -2.000 -0.010
H: 0.841 -3.243 0.372
H: 3.077 -2.438 -0.532
H: 0.769 1.014 0.944

Properties
- frontier orbital gap (eV) = 8.846
- E_HOMO (eV) = -9.0
- total energy (eV) = -47360.8304
- M (g/mol) = 227.11
- energy above the lowest of the compared OMol25 structures with the same formula, charge and spin (kcal per mole) = 38.34

=====

[3]
C6H91NO39P2 | wB97M-V/def2-TZVPD

Atoms and positions in Å:
C: 3.104 -0.040 1.309
C: 2.618 1.233 0.659
O: 3.428 1.923 0.057
N: 1.297 1.674 0.739
C: 0.719 1.978 -0.593
P: 0.349 0.769 1.906
C: -0.582 2.130 2.708
P: -1.164 -0.313 0.807
C: -1.073 -2.069 1.335
C: -2.848 0.364 1.128
H: 2.371 -0.840 1.318
H: 3.495 0.153 2.308
H: 3.950 -0.372 0.712
H: 1.111 2.936 -0.936
H: 0.909 1.185 -1.314
H: -0.349 2.130 -0.473
H: 0.116 2.699 3.319
H: -0.997 2.810 1.958
H: -1.360 1.724 3.350
H: -1.286 -2.694 0.471
H: -1.782 -2.313 2.127
H: -0.056 -2.235 1.680
H: -3.428 0.222 0.221
H: -2.834 1.438 1.322
H: -3.367 -0.121 1.955
O: -0.925 4.656 -1.170
H: -1.158 4.800 -0.246
H: -0.367 5.411 -1.386
O: 2.140 1.926 -2.759
H: 2.811 1.228 -2.865
H: 2.347 2.339 -1.914
O: -2.567 1.731 -1.827
H: -1.827 1.775 -2.441
H: -2.342 0.990 -1.247
O: -4.331 -2.010 -0.256
H: -5.121 -1.453 -0.316
H: -4.440 -2.657 -0.967
O: -3.619 -4.702 -0.976
H: -3.691 -4.639 -0.018
H: -3.422 -5.633 -1.130
O: 5.454 -2.282 0.405
H: 5.927 -1.464 0.226
H: 4.883 -2.403 -0.365
O: 0.641 -0.594 -2.944
H: 1.038 0.280 -3.019
H: 0.069 -0.690 -3.713
O: -0.065 4.191 -2.953
H: -0.208 3.989 -2.022
H: 0.782 3.783 -3.170
O: 3.170 -2.382 -1.854
H: 2.377 -1.843 -1.996
H: 3.126 -3.021 -2.576
O: -6.038 0.373 0.507
H: -6.249 0.552 1.431
H: -5.424 1.075 0.260
O: -2.242 3.569 -5.003
H: -3.088 3.600 -4.547
H: -1.677 4.183 -4.513
O: 4.470 2.315 3.827
H: 5.422 2.399 3.719
H: 4.123 2.505 2.947
O: 1.080 1.331 5.324
H: 0.927 1.332 6.273
H: 2.008 1.579 5.261
O: 1.410 -3.472 -3.926
H: 1.004 -3.605 -3.063
H: 0.655 -3.290 -4.501
O: 2.294 -4.726 -0.367
H: 1.995 -4.494 0.520
H: 2.928 -4.030 -0.603
O: 3.426 1.778 7.065
H: 4.089 1.840 6.367
H: 3.731 1.042 7.618
O: -1.566 0.790 -6.132
H: -1.242 1.692 -6.033
H: -2.109 0.825 -6.924
O: -2.409 -1.677 -2.633
H: -2.827 -1.815 -1.776
H: -3.140 -1.449 -3.216
O: -4.675 -7.373 -0.453
H: -5.016 -7.520 0.434
H: -5.451 -7.157 -0.980
O: -3.866 -9.807 -2.093
H: -3.226 -10.524 -2.075
H: -3.633 -9.235 -1.353
O: -1.558 -3.789 -4.555
H: -1.976 -3.903 -3.693
H: -2.284 -3.588 -5.151
O: -6.173 2.965 -0.988
H: -6.596 3.700 -1.442
H: -6.586 2.179 -1.360
O: -1.432 6.994 -4.682
H: -2.261 6.520 -4.794
H: -0.899 6.426 -4.111
O: 0.455 -3.805 3.558
H: -0.355 -3.596 4.042
H: 1.081 -3.137 3.860
O: 3.933 -6.922 0.992
H: 3.570 -6.198 0.463
H: 3.543 -7.713 0.610
O: 5.163 4.235 0.915
H: 4.738 4.976 0.475
H: 4.736 3.455 0.529
O: -3.627 4.633 -0.024
H: -3.042 4.052 -0.529
H: -4.507 4.357 -0.301
O: 2.102 2.964 -5.424
H: 1.237 2.886 -5.835
H: 2.075 2.370 -4.660
O: 3.030 4.548 -1.126
H: 3.786 4.779 -1.681
H: 3.304 3.739 -0.678
O: -7.872 -0.464 2.495
H: -8.385 -0.466 1.680
H: -7.976 -1.349 2.854
O: 4.127 0.524 -4.230
H: 5.073 0.688 -4.274
H: 3.782 0.876 -5.060
O: 4.868 5.738 -3.346
H: 5.257 6.616 -3.366
H: 4.270 5.734 -4.101
O: -1.364 -4.201 5.869
H: -1.426 -4.111 6.824
H: -1.167 -5.133 5.728
O: -7.044 2.289 3.635
H: -7.425 3.052 3.192
H: -7.494 1.527 3.255
O: 2.261 -5.555 5.472
H: 3.215 -5.510 5.338
H: 1.888 -5.366 4.602
O: 3.817 -7.302 7.264
H: 3.041 -6.884 6.868
H: 3.875 -6.920 8.144
O: 5.409 0.555 8.779
H: 5.320 0.750 9.717
H: 6.021 1.222 8.454
O: 2.891 7.433 -5.127
H: 2.056 7.908 -5.070
H: 2.818 6.922 -5.939

Properties
- frontier orbital gap (eV) = 7.315
- E_HOMO (eV) = -7.6
- total energy (eV) = -107620.2020
- M (g/mol) = 863.71

=====

[4]
C39H29AsF9N6ORe | wB97M-V/def2-TZVPD

Atoms and positions in Å:
Re: -1.165 -0.300 -0.259
N: -0.589 -2.334 0.409
C: -1.525 -3.156 1.228
C: -2.802 -3.457 0.442
C: -4.062 -2.782 0.982
C: -3.926 -1.286 1.212
N: -3.358 -0.566 0.035
H: -0.419 -2.819 -0.473
H: 0.317 -2.309 0.870
H: -1.730 -2.587 2.135
H: -1.017 -4.074 1.526
H: -2.967 -4.533 0.395
H: -2.648 -3.141 -0.589
H: -4.355 -3.228 1.935
H: -4.883 -2.974 0.286
H: -3.274 -1.070 2.056
H: -4.905 -0.867 1.447
H: -3.722 0.384 0.050
H: -3.708 -0.978 -0.831
F: -0.125 -2.839 -4.740
C: -0.089 -1.868 -3.831
F: 0.673 -2.290 -2.809
F: 0.507 -0.817 -4.382
C: -1.521 -1.526 -3.276
O: -1.493 -1.245 -1.943
C: -2.436 -2.781 -3.437
F: -2.692 -3.115 -4.689
F: -1.844 -3.818 -2.820
F: -3.609 -2.571 -2.816
C: -2.133 -0.303 -4.018
F: -1.397 0.791 -3.803
F: -3.358 -0.050 -3.538
F: -2.219 -0.515 -5.326
N: -1.616 1.474 -0.848
C: -1.856 2.570 -1.226
C: -2.068 3.829 -1.640
C: -0.938 4.606 -2.027
N: -0.008 5.192 -2.367
C: -3.397 4.341 -1.694
N: -4.469 4.754 -1.736
C: 3.137 3.376 2.490
C: 3.004 3.733 1.158
C: 2.442 2.845 0.249
C: 2.000 1.604 0.687
C: 2.135 1.243 2.024
C: 2.706 2.128 2.923
As: 1.283 0.321 -0.569
C: 1.864 0.927 -2.289
C: 1.360 1.972 -3.044
C: 1.937 2.250 -4.275
C: 2.995 1.478 -4.735
C: 3.497 0.431 -3.975
C: 2.936 0.145 -2.737
C: 3.366 -0.936 -1.823
C: 4.416 -1.817 -2.048
C: 4.734 -2.773 -1.094
C: 4.023 -2.854 0.096
C: 2.971 -1.978 0.332
C: 2.642 -1.039 -0.631
H: 3.581 4.067 3.194
H: 3.339 4.704 0.818
H: 2.350 3.134 -0.791
H: 1.801 0.273 2.371
H: 2.816 1.844 3.962
H: 0.534 2.573 -2.690
H: 1.560 3.067 -4.875
H: 3.434 1.694 -5.700
H: 4.323 -0.157 -4.354
H: 4.994 -1.762 -2.961
H: 5.553 -3.456 -1.275
H: 4.296 -3.589 0.841
H: 2.449 -2.019 1.283
N: -0.047 2.196 9.351
C: -0.193 1.910 8.248
C: -0.376 1.551 6.869
C: -1.171 2.346 6.046
C: -1.349 1.998 4.721
C: -0.730 0.853 4.211
C: 0.066 0.060 5.043
C: 0.241 0.406 6.368
C: -0.889 0.504 2.840
C: -0.997 0.191 1.663
H: -1.643 3.231 6.449
H: -1.961 2.611 4.074
H: 0.541 -0.828 4.647
H: 0.853 -0.203 7.020

Properties
- multiplicity = 2
- frontier orbital gap (alpha / beta) (eV) = 5.902 / 6.313
- E_HOMO (alpha / beta) (eV) = -11.3 / -11.4
- total energy (eV) = -139321.3851
- M (g/mol) = 1029.81
- total charge = +1
- energy above the lowest of the compared OMol25 structures with the same formula, charge and spin (kcal per mole) = 0.00

=====

Copy entry 4 word for word.
C39H29AsF9N6ORe | wB97M-V/def2-TZVPD

Atoms and positions in Å:
Re: -1.165 -0.300 -0.259
N: -0.589 -2.334 0.409
C: -1.525 -3.156 1.228
C: -2.802 -3.457 0.442
C: -4.062 -2.782 0.982
C: -3.926 -1.286 1.212
N: -3.358 -0.566 0.035
H: -0.419 -2.819 -0.473
H: 0.317 -2.309 0.870
H: -1.730 -2.587 2.135
H: -1.017 -4.074 1.526
H: -2.967 -4.533 0.395
H: -2.648 -3.141 -0.589
H: -4.355 -3.228 1.935
H: -4.883 -2.974 0.286
H: -3.274 -1.070 2.056
H: -4.905 -0.867 1.447
H: -3.722 0.384 0.050
H: -3.708 -0.978 -0.831
F: -0.125 -2.839 -4.740
C: -0.089 -1.868 -3.831
F: 0.673 -2.290 -2.809
F: 0.507 -0.817 -4.382
C: -1.521 -1.526 -3.276
O: -1.493 -1.245 -1.943
C: -2.436 -2.781 -3.437
F: -2.692 -3.115 -4.689
F: -1.844 -3.818 -2.820
F: -3.609 -2.571 -2.816
C: -2.133 -0.303 -4.018
F: -1.397 0.791 -3.803
F: -3.358 -0.050 -3.538
F: -2.219 -0.515 -5.326
N: -1.616 1.474 -0.848
C: -1.856 2.570 -1.226
C: -2.068 3.829 -1.640
C: -0.938 4.606 -2.027
N: -0.008 5.192 -2.367
C: -3.397 4.341 -1.694
N: -4.469 4.754 -1.736
C: 3.137 3.376 2.490
C: 3.004 3.733 1.158
C: 2.442 2.845 0.249
C: 2.000 1.604 0.687
C: 2.135 1.243 2.024
C: 2.706 2.128 2.923
As: 1.283 0.321 -0.569
C: 1.864 0.927 -2.289
C: 1.360 1.972 -3.044
C: 1.937 2.250 -4.275
C: 2.995 1.478 -4.735
C: 3.497 0.431 -3.975
C: 2.936 0.145 -2.737
C: 3.366 -0.936 -1.823
C: 4.416 -1.817 -2.048
C: 4.734 -2.773 -1.094
C: 4.023 -2.854 0.096
C: 2.971 -1.978 0.332
C: 2.642 -1.039 -0.631
H: 3.581 4.067 3.194
H: 3.339 4.704 0.818
H: 2.350 3.134 -0.791
H: 1.801 0.273 2.371
H: 2.816 1.844 3.962
H: 0.534 2.573 -2.690
H: 1.560 3.067 -4.875
H: 3.434 1.694 -5.700
H: 4.323 -0.157 -4.354
H: 4.994 -1.762 -2.961
H: 5.553 -3.456 -1.275
H: 4.296 -3.589 0.841
H: 2.449 -2.019 1.283
N: -0.047 2.196 9.351
C: -0.193 1.910 8.248
C: -0.376 1.551 6.869
C: -1.171 2.346 6.046
C: -1.349 1.998 4.721
C: -0.730 0.853 4.211
C: 0.066 0.060 5.043
C: 0.241 0.406 6.368
C: -0.889 0.504 2.840
C: -0.997 0.191 1.663
H: -1.643 3.231 6.449
H: -1.961 2.611 4.074
H: 0.541 -0.828 4.647
H: 0.853 -0.203 7.020

Properties
- multiplicity = 2
- frontier orbital gap (alpha / beta) (eV) = 5.902 / 6.313
- E_HOMO (alpha / beta) (eV) = -11.3 / -11.4
- total energy (eV) = -139321.3851
- M (g/mol) = 1029.81
- total charge = +1
- energy above the lowest of the compared OMol25 structures with the same formula, charge and spin (kcal per mole) = 0.00